57
Properties=species:S:1:pos:R:3:forces:R:3:nbo_charge:R:1 method="wB97M-V/def2-TZVPD" largest_force_ev_per_a=0.74 e_tot_ha=-1170.7181 de_lowest_kj_mol=127.4 orbital_gap_ev=8.6 e_homo_ev=-7.90
C -10.86849 0.24124 -0.58593 0.4 0.0 0.1 -0.62
C -9.48551 0.76511 -0.23160 -0.3 0.2 0.0 -0.06
O -8.57374 -0.30607 -0.36591 0.0 -0.2 0.0 -0.50
C -7.25612 -0.08734 -0.10794 0.2 -0.1 0.0 0.27
C -6.41068 -1.18704 -0.26614 -0.3 0.3 0.0 -0.23
C -5.05664 -1.08489 -0.03615 0.1 -0.1 0.0 -0.22
C -4.50895 0.13195 0.36281 -0.3 0.0 -0.1 0.12
C -5.34759 1.22788 0.52308 0.2 -0.2 0.0 -0.24
C -6.70820 1.12639 0.29202 -0.3 -0.1 -0.1 -0.25
H -7.32449 2.00091 0.42799 -0.1 0.1 0.0 0.21
H -4.93597 2.17852 0.83331 0.0 0.1 0.0 0.20
N -3.13916 0.31046 0.60326 0.2 0.4 0.1 -0.60
C -2.14145 -0.61523 0.54003 0.4 0.2 0.2 0.77
O -2.25124 -1.78637 0.23979 -0.1 -0.3 -0.1 -0.66
N -0.92083 -0.10398 0.95961 0.5 0.3 0.1 -0.48
H -0.66739 0.86852 0.80036 -0.1 -0.2 0.0 0.41
N 0.19893 -0.91226 0.70450 -0.7 -0.2 0.0 -0.45
C 1.31152 -0.33816 0.18640 -0.2 -0.4 0.1 0.67
O 1.39032 0.87296 0.07648 0.0 0.4 0.0 -0.65
C 2.43762 -1.31192 -0.10019 0.1 0.2 0.0 -0.30
C 3.29938 -1.42648 1.17171 0.0 0.2 0.1 -0.39
C 4.34170 -0.31464 1.19445 0.1 -0.3 0.1 -0.41
H 3.83353 0.63395 1.02448 0.0 0.1 0.1 0.21
H 4.80772 -0.27627 2.17933 0.0 0.1 0.0 0.21
C 5.41189 -0.56448 0.12033 0.0 0.1 0.0 -0.20
C 4.74919 -1.18330 -1.12776 0.0 0.0 0.0 -0.40
C 3.28170 -0.79495 -1.27261 0.0 -0.1 -0.1 -0.41
H 3.18967 0.29022 -1.30819 0.0 0.0 0.0 0.23
H 2.88778 -1.19218 -2.21057 0.0 0.1 0.0 0.21
H 4.81397 -2.27225 -1.06747 0.1 0.0 -0.1 0.20
H 5.28119 -0.88661 -2.03050 0.1 -0.1 0.0 0.21
H 6.10374 -1.31388 0.52496 0.0 0.0 0.0 0.20
C 6.27793 0.68827 -0.17834 0.2 -0.1 0.0 -0.03
C 5.51844 1.75920 -0.96403 0.1 -0.2 0.1 -0.62
H 6.14337 2.64327 -1.07537 0.1 0.1 0.0 0.21
H 4.60914 2.05609 -0.44873 -0.2 0.1 0.0 0.21
H 5.25581 1.40845 -1.95826 -0.1 0.0 -0.2 0.21
C 6.76701 1.30311 1.13935 -0.1 -0.1 -0.2 -0.61
H 5.94881 1.75703 1.69064 -0.1 0.1 0.1 0.21
H 7.23482 0.54794 1.76756 0.1 -0.1 0.1 0.20
H 7.50397 2.07728 0.93569 0.1 0.1 0.0 0.21
C 7.51842 0.26915 -0.97788 -0.2 0.0 0.1 -0.60
H 7.25154 -0.18426 -1.92872 0.0 -0.1 -0.1 0.20
H 8.14032 1.13725 -1.18539 0.1 0.1 0.0 0.21
H 8.11192 -0.44777 -0.41427 0.1 -0.1 0.1 0.20
H 2.65996 -1.36611 2.05513 0.0 -0.1 0.0 0.22
H 3.79858 -2.39703 1.19000 0.0 -0.1 0.0 0.20
H 2.00844 -2.29100 -0.33148 0.0 0.0 0.0 0.21
H -0.05464 -1.88649 0.59097 0.1 0.2 0.0 0.43
H -2.88093 1.24017 0.90197 0.0 -0.2 0.0 0.40
H -4.41643 -1.94116 -0.16220 0.0 0.0 0.0 0.25
H -6.84498 -2.12413 -0.57547 0.0 -0.1 0.0 0.23
H -9.47634 1.14244 0.80092 0.1 0.0 -0.1 0.17
H -9.20680 1.58592 -0.90772 0.0 -0.1 0.1 0.17
H -11.13869 -0.57168 0.08226 -0.1 -0.1 0.1 0.21
H -11.60112 1.03812 -0.49507 -0.1 0.1 0.0 0.21
H -10.87195 -0.13390 -1.60554 0.0 0.0 -0.1 0.21

---

58
Properties=species:S:1:pos:R:3:forces:R:3:nbo_charge:R:1 method="wB97M-V/def2-TZVPD" largest_force_ev_per_a=0.99 e_tot_ha=-1568.8842 de_lowest_kj_mol=194.3 orbital_gap_ev=9.7 e_homo_ev=-8.98
C 7.76507 0.57642 -1.42118 -0.2 -0.1 0.1 -0.60
H 8.24496 1.46235 -1.01380 0.1 0.1 0.0 0.22
C 6.63411 0.11811 -0.50563 0.3 0.1 -0.1 -0.42
C 5.93267 -1.11396 -1.03600 -0.5 -0.1 0.8 -0.64
H 6.61525 -1.94873 -1.17459 0.0 -0.2 0.0 0.24
H 5.38664 -0.92619 -1.95573 -0.1 0.0 -0.2 0.23
S 4.70158 -1.66082 0.17858 0.2 0.0 -0.7 2.32
O 5.34467 -1.82678 1.44999 0.1 0.3 0.1 -0.95
O 4.00155 -2.78860 -0.37767 -0.1 0.2 -0.1 -0.95
N 3.69742 -0.32410 0.25662 0.6 -0.8 0.0 -0.70
C 2.47237 -0.40003 -0.51490 -0.5 -0.1 -0.5 -0.24
C 1.26003 -0.56163 0.39620 0.1 0.0 -0.1 -0.40
H 0.37025 -0.74208 -0.20870 0.0 -0.1 0.0 0.22
H 1.41890 -1.43426 1.03280 -0.1 0.0 0.0 0.22
C 1.08863 0.70825 1.25369 0.0 0.2 -0.1 -0.30
C 0.24039 1.71011 0.46683 0.2 -0.2 0.4 0.70
O 0.75559 2.58231 -0.21113 0.2 0.2 -0.2 -0.65
N -1.10353 1.58282 0.53836 -0.4 0.2 -0.1 -0.44
C -1.88321 0.55457 1.18608 -0.1 -0.4 0.0 -0.21
H -1.25101 -0.15687 1.71121 0.0 0.1 0.0 0.21
C -2.72887 -0.18997 0.14951 0.0 0.0 0.3 -0.24
N -3.58532 0.74769 -0.54832 0.0 0.0 -0.1 -0.44
C -2.77406 1.73248 -1.23721 0.0 0.2 0.2 -0.22
C -1.94327 2.49766 -0.21044 0.0 0.2 -0.5 -0.23
H -1.29548 3.22534 -0.69999 -0.1 -0.1 0.1 0.25
H -2.61487 3.00913 0.48691 0.0 0.0 0.0 0.19
H -3.43209 2.42932 -1.76062 0.0 0.0 0.0 0.21
H -2.10002 1.26448 -1.97767 0.0 0.0 0.0 0.17
C -4.52882 0.07403 -1.42387 0.0 0.1 0.0 -0.25
C -5.53920 -0.70545 -0.62563 0.0 -0.1 -0.1 0.06
C -6.15101 -0.11240 0.47259 0.0 0.0 0.0 -0.24
C -7.08717 -0.80806 1.21453 0.0 0.0 0.0 -0.20
C -7.42822 -2.10425 0.86356 -0.1 -0.1 0.0 -0.22
C -6.82485 -2.70058 -0.22952 -0.1 -0.1 0.0 -0.21
C -5.88202 -2.00538 -0.96800 0.0 0.1 0.0 -0.23
H -5.41107 -2.47733 -1.81901 0.1 0.0 -0.1 0.21
H -7.08562 -3.71129 -0.50743 0.0 -0.1 0.0 0.21
H -8.16165 -2.64748 1.44091 -0.1 0.0 0.0 0.21
H -7.55568 -0.33882 2.06738 0.0 0.0 0.1 0.21
H -5.87598 0.89671 0.73899 0.0 0.1 0.1 0.22
H -4.01956 -0.59219 -2.14322 -0.1 0.1 0.0 0.17
H -5.05275 0.84607 -1.99765 0.1 -0.1 0.0 0.21
H -3.35657 -0.92607 0.65622 0.1 0.0 0.0 0.22
H -2.06113 -0.72567 -0.55231 0.0 0.0 0.0 0.16
H -2.55858 1.03301 1.90553 0.1 -0.1 0.0 0.20
H 0.59248 0.45900 2.19378 0.0 0.0 -0.1 0.22
C 2.46141 1.32843 1.55653 0.1 -0.1 -0.1 -0.42
C 3.56071 0.27666 1.57442 0.2 0.2 0.7 -0.21
H 3.34663 -0.48929 2.33029 0.0 0.1 0.0 0.19
H 4.52157 0.72842 1.83084 -0.1 0.0 0.2 0.22
H 2.68447 2.06952 0.78668 0.0 0.0 0.1 0.24
H 2.43656 1.83996 2.51911 0.1 0.0 0.0 0.22
H 2.56758 -1.25934 -1.17982 -0.2 0.2 -0.1 0.24
H 2.36674 0.51198 -1.11294 0.0 -0.1 0.0 0.21
H 7.02678 -0.11741 0.48503 0.0 0.1 0.0 0.22
H 5.89999 0.91792 -0.39662 0.0 0.0 0.1 0.21
H 7.38181 0.81662 -2.41017 0.0 0.0 -0.1 0.20
H 8.51479 -0.20436 -1.52343 0.1 -0.1 -0.1 0.20

---

63
Properties=species:S:1:pos:R:3:forces:R:3:nbo_charge:R:1 method="wB97M-V/def2-TZVPD" largest_force_ev_per_a=3.13 e_tot_ha=-2477.1421 orbital_gap_ev=6.9 e_homo_ev=-8.14
C -1.37953 -2.61313 -4.99313 0.7 0.4 -0.1 -0.18
C -1.57127 -2.02612 -3.96137 -0.9 0.1 0.2 -0.03
C -2.04293 -1.31636 -2.78487 0.7 -0.6 -0.9 -0.06
C -3.37213 -0.96814 -2.67851 0.1 0.1 0.6 0.19
N -4.20502 -1.39643 -3.77258 -0.6 1.7 1.4 -0.51
C -5.33636 -2.26709 -3.34360 0.0 -0.1 -1.2 -0.41
C -4.60467 -0.34655 -4.66428 0.4 -0.3 -1.4 0.71
C -4.58227 1.13917 -4.32668 0.1 0.1 0.7 -0.73
O -4.96737 -0.66573 -5.77417 -0.4 -0.1 0.4 -0.56
C -3.86603 -0.24367 -1.49107 0.9 -0.2 1.4 -0.40
P -5.67773 0.14618 -1.36721 -1.7 0.0 -2.6 1.28
O -5.90020 1.64102 -0.68446 0.6 -0.6 0.6 -0.98
O -6.39934 -1.02213 -0.45398 1.3 0.4 0.4 -0.97
C -2.96981 0.12163 -0.48700 0.4 0.4 -0.3 -0.30
P -3.57342 1.06393 0.99070 -1.2 -0.6 0.3 0.77
C -3.59969 2.88343 0.57336 0.7 -0.3 0.7 -0.91
C -2.36165 0.97236 2.38281 0.4 1.1 0.2 -0.70
C -2.88848 1.93097 3.49919 0.2 0.2 -0.8 -0.61
C -1.59299 -0.26459 -0.63090 1.7 -0.5 -0.3 0.15
N -0.57538 -0.04811 0.23134 -0.5 0.2 0.2 -0.64
S 0.75397 -0.70315 -0.34744 -0.2 -0.2 -0.6 0.96
N 0.21561 -1.31577 -1.76863 -0.3 0.6 1.1 -0.58
C -1.07548 -0.99768 -1.76558 -1.9 0.2 -0.4 0.09
H -1.00872 -2.95263 -5.94001 -0.3 -0.2 0.3 0.24
H -6.27708 -1.72126 -3.49419 0.1 -0.3 0.3 0.22
H -5.21017 -2.55043 -2.29556 -0.1 0.0 -0.3 0.20
H -5.36320 -3.14715 -3.99889 0.1 0.1 0.4 0.22
H -3.84542 1.42899 -3.56742 -0.1 -0.1 -0.2 0.22
H -5.56757 1.37160 -3.89831 0.2 -0.1 -0.1 0.25
H -4.47071 1.76360 -5.21773 0.1 -0.5 0.0 0.25
H -6.46058 2.10773 -1.31741 0.0 -0.1 0.1 0.51
H -5.76367 -1.58641 0.01255 -0.2 0.2 0.3 0.49
H -2.64828 3.35206 0.86670 -0.1 -0.1 -0.4 0.22
H -3.85590 3.06294 -0.47021 0.1 0.0 0.2 0.25
H -4.36495 3.30867 1.23592 0.0 -0.1 -0.4 0.24
H -2.22759 -0.03533 2.78765 -0.1 0.1 -0.4 0.24
H -1.38870 1.37718 2.07493 -0.1 -0.4 0.1 0.23
H -2.38981 1.73519 4.45344 -0.3 -0.1 -0.1 0.22
H -2.61882 2.95450 3.19816 -0.1 -0.2 0.3 0.20
H -3.98402 1.91252 3.57117 0.3 -0.2 0.3 0.21
C 8.70566 0.75719 3.14773 0.0 -0.1 -0.3 -0.25
O 7.81129 -0.12114 2.50040 -0.2 0.2 0.3 -0.55
C 7.39489 -1.20335 3.31847 0.0 0.0 -0.4 -0.09
C 5.97682 -1.62297 2.98467 -0.1 -0.1 0.0 -0.08
O 4.96568 -0.73673 3.44946 0.0 0.0 0.0 -0.54
C 4.87322 0.54725 2.84782 -0.1 0.1 0.1 -0.08
C 4.33316 0.54729 1.43132 0.3 0.2 -0.1 -0.09
O 5.27100 0.00591 0.51415 -0.1 -0.3 0.1 -0.55
C 4.67910 -0.81165 -0.47359 0.2 0.2 0.1 -0.25
H 9.70445 0.31282 3.21887 0.0 0.1 0.2 0.17
H 8.76943 1.66470 2.54722 0.0 -0.1 0.0 0.19
H 8.34621 1.03325 4.14450 0.0 -0.1 0.0 0.16
H 7.44670 -0.93300 4.37915 0.0 0.0 0.0 0.17
H 8.07092 -2.04715 3.13048 -0.1 -0.1 0.2 0.17
H 5.78593 -2.56501 3.50485 0.0 0.1 0.1 0.19
H 5.86194 -1.82511 1.91907 0.2 0.2 -0.1 0.19
H 5.81956 1.08483 2.91505 0.1 -0.1 -0.2 0.19
H 4.15927 1.09963 3.46495 -0.1 -0.1 0.0 0.19
H 4.13560 1.58418 1.12972 -0.2 0.0 0.1 0.18
H 3.39033 -0.00997 1.40564 0.0 -0.1 0.0 0.17
H 4.00804 -1.55131 -0.02254 -0.1 0.0 0.0 0.16
H 5.47942 -1.34760 -0.98260 0.0 0.1 0.0 0.20
H 4.13590 -0.20129 -1.20301 -0.1 -0.1 -0.1 0.17